1.
The following is a DFT calculation (wB97M-V/def2-TZVPD) of a structure of composition C24H26FN3O6.

Each line ends with the Löwdin charge.
Cartesian coordinates (Å):
C  5.85  0.05  -0.67  -0.12
H  2.86  3.48  0.72  0.04
H  4.13  1.32  -2.13  0.14
C  5.37  -1.82  0.42  -0.34
C  2.34  2.80  1.08  -0.02
H  -4.18  0.24  1.56  0.12
N  -0.18  2.19  1.14  0.09
C  4.03  1.90  -1.18  -0.18
C  -3.56  0.89  0.88  0.00
H  5.06  -2.28  1.35  0.08
F  -1.20  -5.14  -0.40  0.13
C  2.61  -0.08  -0.71  -0.25
H  -1.20  2.84  -1.51  0.10
O  2.82  -0.51  -2.19  -0.17
C  2.78  1.42  1.05  -0.13
H  5.50  -0.36  -1.57  0.09
C  -2.20  1.17  1.38  -0.02
H  6.29  2.12  -1.51  0.20
C  -0.19  -1.81  0.62  -0.14
O  -5.96  -0.06  -0.05  0.04
C  -0.99  -2.80  0.40  0.01
C  -7.14  -0.28  -0.30  -0.33
C  -5.36  0.78  -0.73  -0.61
H  -2.02  -2.90  1.08  0.18
H  -8.00  -0.64  1.78  0.04
H  5.23  -2.52  -0.37  0.08
C  -0.50  -4.07  -0.26  -0.18
H  -1.84  1.03  2.58  0.18
H  0.20  1.78  2.05  0.14
H  7.06  0.06  -0.69  0.16
H  -8.85  -1.39  0.52  0.06
C  1.59  -3.06  -0.53  0.03
C  -1.45  2.13  0.56  -0.17
H  5.73  2.05  0.16  -0.06
C  0.86  -4.03  -0.60  -0.07
N  3.17  1.17  -0.43  -0.02
C  -1.94  2.40  -0.83  0.03
C  -7.82  -1.18  0.86  -0.04
N  1.97  -0.60  0.17  0.15
H  -7.10  -2.07  1.19  0.12
H  6.61  -2.25  0.67  0.15
O  0.86  3.21  -0.68  0.07
C  -3.97  1.25  -0.41  -0.14
O  1.41  0.22  2.29  0.11
C  5.44  1.64  -0.54  -0.04
H  4.07  2.90  -1.37  0.09
H  -7.75  0.72  -0.46  0.17
C  0.98  2.62  0.40  -0.38
C  1.01  -1.83  0.19  -0.03
H  3.88  1.16  1.60  0.21
H  -3.45  2.32  -2.07  0.12
O  5.24  -0.63  0.44  -0.15
C  -3.09  1.77  -1.24  -0.06
H  1.25  -4.77  -1.03  0.07
H  2.03  2.85  2.33  0.22
C  1.96  0.00  1.27  -0.39
H  -7.18  -0.82  -1.29  0.15
H  -0.64  -0.83  1.01  0.14
O  -5.85  1.08  -1.68  0.21
H  2.58  -3.00  -0.88  0.11

The calculation puts the relative energy (zero: lowest compared OMol25 entry of this formula, charge and spin) at 22.752 eV. The calculation puts the orbital gap at 8.70 eV.



2.
The following is a DFT calculation (wB97M-V/def2-TZVPD) of a structure of composition C24H26IN2O8PTa.

Each line ends with the Löwdin charge.
Cartesian coordinates (Å):
H  -3.02  1.50  0.67  -0.12
H  1.71  -0.63  -0.76  0.11
H  6.74  4.32  -8.53  0.12
C  5.68  2.22  -5.93  0.03
Ta  -1.55  1.46  1.75  1.33
H  0.75  -1.57  2.84  0.09
H  -4.32  3.62  4.19  -0.01
I  -1.66  2.94  5.59  0.17
H  -1.74  -1.08  3.14  0.02
C  -7.96  -2.30  4.45  0.02
P  -3.08  1.85  3.88  0.14
C  5.30  1.20  -8.13  -0.39
C  3.21  0.25  -1.95  0.04
N  1.09  3.02  -0.37  0.09
C  1.28  -0.71  2.42  -0.06
C  5.24  1.19  -6.65  0.02
C  6.26  3.42  -6.59  -0.38
O  5.06  1.01  -3.21  0.08
C  1.42  0.50  4.64  -0.06
C  4.94  -1.91  -1.22  0.02
H  0.62  0.55  5.37  0.04
H  -3.84  -0.76  0.95  0.03
C  4.60  0.17  -2.46  -0.36
O  3.11  -2.69  0.03  0.10
H  -7.10  -3.84  0.92  0.12
C  5.87  2.40  -8.79  0.01
H  5.64  2.22  -4.85  0.09
O  6.67  4.36  -5.95  0.11
H  2.12  -0.30  4.84  0.06
O  -10.13  -1.96  3.61  0.10
H  -9.41  -2.98  1.34  0.12
H  -1.48  -1.27  1.39  0.03
O  -5.24  -3.77  2.71  0.10
H  2.63  1.11  -2.27  0.12
H  4.82  0.31  -6.20  0.12
H  1.01  -0.63  1.38  0.04
H  1.97  1.44  4.74  0.08
C  0.88  0.49  3.23  -0.52
C  -3.54  -1.12  1.93  -0.26
H  -1.52  3.30  1.55  -0.11
O  -4.12  3.06  3.43  -0.57
C  -7.40  -3.41  1.86  0.02
O  4.90  0.26  -8.79  0.09
O  -0.36  1.12  -0.03  -0.28
C  -8.63  -2.95  2.09  0.02
C  0.41  2.09  -0.17  -0.66
H  -3.72  -2.18  1.96  0.03
H  2.34  -0.91  2.56  0.08
H  5.52  -2.77  -0.89  0.12
N  0.22  1.48  2.82  -0.10
C  -2.06  -0.75  2.16  -0.45
C  -6.35  -3.36  2.92  -0.38
C  -6.73  -2.76  4.23  0.03
H  -5.94  -2.72  4.97  0.13
H  5.91  2.38  -9.87  0.12
C  -9.01  -2.37  3.40  -0.39
C  2.72  -0.68  -1.14  0.03
C  3.54  -1.84  -0.71  -0.38
H  -8.25  -1.87  5.39  0.12
C  5.43  -0.99  -2.03  0.02
H  -4.16  -0.59  2.65  0.02
C  6.32  3.43  -8.08  0.01
H  6.44  -1.02  -2.42  0.12

Its total charge is -1. The calculation puts the relative energy (zero: lowest compared OMol25 entry of this formula, charge and spin) at 0.000 eV. The calculation puts the orbital gap at 4.54 eV.



3.
The following is a DFT calculation (wB97M-V/def2-TZVPD) of a structure of composition C24H26N4SiW.

Each line ends with the Löwdin charge.
Cartesian coordinates (Å):
H  -1.72  0.11  7.24  0.14
C  3.93  -0.09  -3.29  -0.08
C  1.64  -0.98  -3.38  -0.32
Si  0.01  -0.59  -2.58  0.77
H  -2.65  0.37  -1.68  0.07
C  1.67  -2.71  2.46  0.01
C  -2.20  1.12  -2.35  -0.14
C  2.55  0.12  -3.37  -0.13
H  -0.96  3.72  -4.92  0.11
C  0.58  1.19  1.41  -0.13
C  -1.26  3.00  -4.17  -0.06
H  5.50  -1.59  -3.21  0.11
C  -1.66  -0.12  6.19  0.01
N  0.97  -2.62  3.66  0.16
C  -1.13  0.76  -3.22  -0.29
H  3.96  -3.45  -3.88  0.11
C  2.16  -2.25  -3.69  -0.10
H  1.56  0.76  1.18  0.14
H  2.15  1.14  -3.37  0.10
H  -2.12  -1.54  -1.21  -0.02
H  -2.26  2.78  0.60  0.12
H  -0.27  1.54  -0.64  0.08
H  0.66  1.52  3.61  0.14
W  -1.45  0.14  1.97  1.57
N  -0.11  -1.41  2.17  -0.09
C  1.01  -1.95  1.54  -0.06
H  -1.24  -2.77  -2.13  0.04
C  4.42  -1.40  -3.35  -0.08
C  -1.43  2.30  1.09  -0.13
N  -0.99  -1.24  5.73  0.16
H  -3.26  2.76  -1.43  0.10
H  1.21  -1.75  0.50  0.12
C  -2.59  2.46  -2.23  -0.11
H  -2.55  1.55  5.04  0.13
C  3.55  -2.46  -3.66  -0.08
H  -0.47  -1.92  6.29  0.19
C  -0.37  1.61  0.43  -0.14
C  -1.06  -1.28  4.37  -0.19
C  -1.17  2.26  2.50  -0.21
H  1.47  -3.05  -3.95  0.11
C  -2.09  0.57  5.10  -0.04
C  0.10  1.58  2.69  -0.18
H  -0.02  1.42  -4.97  0.11
H  0.76  0.35  -1.73  0.00
H  4.61  0.76  -3.20  0.11
H  1.20  -3.12  4.52  0.18
C  -1.11  -1.88  -1.46  -0.17
H  -2.53  -0.48  0.71  -0.04
N  -1.75  -0.16  3.96  -0.09
H  -1.76  2.75  3.25  0.12
H  -0.60  -2.17  -0.55  -0.04
H  2.58  -3.25  2.35  0.14
C  -2.10  3.41  -3.13  -0.07
C  -0.76  1.69  -4.21  -0.08
H  -2.38  4.45  -3.02  0.11
C  -0.18  -1.92  3.44  -0.20

The spin multiplicity is 3. Its total charge is +2. The calculation puts the relative energy (zero: lowest compared OMol25 entry of this formula, charge and spin) at 0.000 eV. The calculation puts the orbital gap (alpha / beta) at 4.82 / 4.76 eV.



4.
The following is a DFT calculation (wB97M-V/def2-TZVPD) of a structure of composition C24H26N7W.

Each line ends with the Löwdin charge.
Cartesian coordinates (Å):
H  -0.38  -2.23  -3.15  0.14
C  -1.20  2.18  0.45  -0.18
C  -2.01  -3.93  2.95  0.03
N  -0.65  1.23  -0.55  -0.16
H  -1.66  0.70  -5.93  0.14
C  6.11  0.72  -0.44  -0.23
H  0.45  3.45  -0.10  0.12
C  -1.35  2.74  -2.32  0.05
H  1.71  1.67  0.88  0.05
H  -0.89  -3.49  -1.09  0.14
H  -2.41  2.88  -5.57  0.14
C  -1.48  1.10  -4.94  0.03
C  -1.81  -1.98  4.47  0.02
C  1.08  0.68  2.72  -0.16
C  0.06  -3.21  -0.63  -0.18
H  1.15  4.04  2.20  0.13
H  0.51  1.01  3.58  0.12
C  -0.24  3.34  0.74  -0.17
N  0.22  -0.54  -2.04  -0.16
H  1.27  -1.66  -3.49  0.15
H  0.44  -4.06  -0.07  0.14
C  -1.93  2.40  -4.73  0.02
N  -0.13  -2.08  0.31  -0.14
H  2.51  2.21  2.34  0.14
N  7.17  1.13  -0.26  0.25
H  2.00  -2.50  -1.25  0.10
C  -0.47  0.42  -2.74  -0.17
H  1.94  0.12  3.08  0.15
C  0.53  -1.82  -2.70  -0.19
C  -1.79  3.15  -3.57  0.03
H  -1.42  3.52  -1.56  0.12
C  -1.00  -1.11  3.73  0.07
W  0.63  -0.24  -0.09  1.93
N  4.89  0.27  -0.66  0.23
H  -0.43  -0.65  -4.55  0.12
C  -1.36  -3.52  1.80  0.06
C  3.75  0.08  -0.45  -0.19
C  -0.51  -1.22  2.44  -0.17
H  -2.43  -4.93  2.90  0.14
H  -2.85  -3.76  4.88  0.14
C  0.58  3.14  2.02  -0.16
H  -1.40  1.61  1.36  0.11
C  -0.86  1.51  -1.89  -0.17
N  2.55  -0.16  -0.31  -0.08
C  -0.71  -2.31  1.52  -0.17
H  -0.75  -0.21  4.26  0.12
H  1.33  -3.75  -2.27  0.14
H  -2.11  4.18  -3.63  0.14
H  -0.79  4.28  0.83  0.13
H  -2.11  -1.61  5.44  0.14
C  1.07  -2.85  -1.72  -0.17
C  1.54  1.93  1.95  -0.17
N  0.29  -0.24  1.86  -0.15
H  -0.10  3.02  2.87  0.13
C  -0.77  0.27  -4.09  0.06
H  -2.16  2.54  0.10  0.13
H  -1.37  -4.24  1.00  0.12
C  -2.25  -3.24  4.13  0.03

Its total charge is +3. The calculation puts the relative energy (zero: lowest compared OMol25 entry of this formula, charge and spin) at 0.454 eV. The calculation puts the orbital gap at 5.79 eV.



What did the third record say?
The following is a DFT calculation (wB97M-V/def2-TZVPD) of a structure of composition C24H26N4SiW.

Each line ends with the Löwdin charge.
Cartesian coordinates (Å):
H  -1.72  0.11  7.24  0.14
C  3.93  -0.09  -3.29  -0.08
C  1.64  -0.98  -3.38  -0.32
Si  0.01  -0.59  -2.58  0.77
H  -2.65  0.37  -1.68  0.07
C  1.67  -2.71  2.46  0.01
C  -2.20  1.12  -2.35  -0.14
C  2.55  0.12  -3.37  -0.13
H  -0.96  3.72  -4.92  0.11
C  0.58  1.19  1.41  -0.13
C  -1.26  3.00  -4.17  -0.06
H  5.50  -1.59  -3.21  0.11
C  -1.66  -0.12  6.19  0.01
N  0.97  -2.62  3.66  0.16
C  -1.13  0.76  -3.22  -0.29
H  3.96  -3.45  -3.88  0.11
C  2.16  -2.25  -3.69  -0.10
H  1.56  0.76  1.18  0.14
H  2.15  1.14  -3.37  0.10
H  -2.12  -1.54  -1.21  -0.02
H  -2.26  2.78  0.60  0.12
H  -0.27  1.54  -0.64  0.08
H  0.66  1.52  3.61  0.14
W  -1.45  0.14  1.97  1.57
N  -0.11  -1.41  2.17  -0.09
C  1.01  -1.95  1.54  -0.06
H  -1.24  -2.77  -2.13  0.04
C  4.42  -1.40  -3.35  -0.08
C  -1.43  2.30  1.09  -0.13
N  -0.99  -1.24  5.73  0.16
H  -3.26  2.76  -1.43  0.10
H  1.21  -1.75  0.50  0.12
C  -2.59  2.46  -2.23  -0.11
H  -2.55  1.55  5.04  0.13
C  3.55  -2.46  -3.66  -0.08
H  -0.47  -1.92  6.29  0.19
C  -0.37  1.61  0.43  -0.14
C  -1.06  -1.28  4.37  -0.19
C  -1.17  2.26  2.50  -0.21
H  1.47  -3.05  -3.95  0.11
C  -2.09  0.57  5.10  -0.04
C  0.10  1.58  2.69  -0.18
H  -0.02  1.42  -4.97  0.11
H  0.76  0.35  -1.73  0.00
H  4.61  0.76  -3.20  0.11
H  1.20  -3.12  4.52  0.18
C  -1.11  -1.88  -1.46  -0.17
H  -2.53  -0.48  0.71  -0.04
N  -1.75  -0.16  3.96  -0.09
H  -1.76  2.75  3.25  0.12
H  -0.60  -2.17  -0.55  -0.04
H  2.58  -3.25  2.35  0.14
C  -2.10  3.41  -3.13  -0.07
C  -0.76  1.69  -4.21  -0.08
H  -2.38  4.45  -3.02  0.11
C  -0.18  -1.92  3.44  -0.20

The spin multiplicity is 3. Its total charge is +2. The calculation puts the relative energy (zero: lowest compared OMol25 entry of this formula, charge and spin) at 0.000 eV. The calculation puts the orbital gap (alpha / beta) at 4.82 / 4.76 eV.



- Which formula does entry 4 have?
  C24H26N7W



- Number 3 is which compound?
  C24H26N4SiW